DFT (wB97M-V/def2-TZVPD) results for a molecular structure, C7H11NO at a distorted geometry.

Last column: Löwdin charge in e.
Atoms and positions in Å:
C1 -0.542 2.190 -0.467  -0.06
C2 -0.390 0.767 -0.100  -0.28
C3 -0.982 0.147 1.197  -0.11
C4 -0.432 -1.196 1.406  -0.33
C5 1.112 -1.174 0.965  0.01
C6 0.174 -0.175 -0.848  -0.35
C7 0.346 -1.473 -0.368  -0.29
H1 -1.754 2.369 -0.568  0.13
H2 -0.165 2.903 0.342  0.10
H3 -0.155 2.450 -1.466  0.06
H4 -0.834 0.817 2.081  0.13
H5 -2.170 0.305 0.962  0.17
H6 -0.684 -1.671 2.427  0.17
H7 1.931 -0.484 1.143  0.12
H8 1.503 -2.195 1.169  0.11
H9 1.190 -0.536 -2.752  0.15
H10 0.849 0.979 -2.373  0.06
H11 0.660 -2.107 -1.233  0.16
N1 1.125 0.142 -1.859  0.08
O1 -0.783 -2.060 0.343  -0.02

Properties
Multiplicity = 1
Net charge = 0
Total energy = -403.1922 Ha


DFT (wB97M-V/def2-TZVPD) results for 2 unconnected molecules or ions with the total composition C5H9P at a distorted geometry.

Last column: Löwdin charge in e.
Atoms and positions in Å:
C1 -1.872 -1.784 0.075  -0.07
C2 -0.572 -1.951 -0.073  -0.10
C3 -1.102 -0.705 -0.615  -0.41
C4 2.712 -0.011 0.235  -0.07
C5 -2.082 2.158 -0.182  -0.33
P1 -0.851 0.982 -0.055  0.76
H1 -2.682 -2.273 0.657  0.11
H2 0.065 -2.835 -0.038  0.10
H3 1.672 0.085 -0.189  -0.05
H4 3.127 -0.942 -0.059  -0.02
H5 3.345 0.896 -0.020  0.03
H6 -1.804 3.039 -0.781  0.00
H7 -2.925 1.948 0.580  0.03
H8 2.747 0.012 1.409  0.06
H9 0.224 1.380 -0.944  -0.04

Properties
⟨S²⟩ = 2.0105
Multiplicity = 3
Net charge = 0
Total energy = -536.9782 Ha


DFT (wB97M-V/def2-TZVPD) results for a molecular structure, C24H25N4O2PPtS.

Last column: Löwdin charge in e.
Atoms and positions in Å:
Pt1 -0.235 -0.151 0.494  1.01
C1 -2.162 1.791 5.750  -0.09
C2 -3.121 1.950 4.579  -0.26
N1 -2.429 2.273 3.340  -0.04
C3 -1.825 1.299 2.601  -0.76
S1 -1.212 1.824 1.017  0.61
N2 -1.729 0.102 3.049  0.02
N3 -1.076 -0.761 2.214  -0.21
C4 -0.965 -2.054 2.527  -0.28
C5 -1.460 -2.581 3.836  -0.02
C6 -0.391 -2.864 1.534  -0.23
C7 -0.241 -4.267 1.656  -0.02
C8 0.199 -5.014 0.604  -0.08
C9 0.502 -4.370 -0.616  -0.07
C10 0.378 -3.007 -0.681  -0.13
N4 -0.025 -2.245 0.344  -0.08
H1 -2.714 1.566 6.665  0.07
H2 -1.592 2.707 5.908  0.07
H3 -1.463 0.977 5.560  0.06
H4 -3.833 2.751 4.776  0.11
H5 -3.688 1.028 4.435  0.11
H6 -2.659 3.126 2.864  0.11
H7 -1.566 -1.766 4.545  0.06
H8 -0.767 -3.317 4.243  0.08
H9 -2.436 -3.060 3.723  0.09
H10 -0.498 -4.740 2.594  0.10
H11 0.310 -6.085 0.706  0.10
H12 0.840 -4.917 -1.484  0.10
H13 0.626 -2.486 -1.591  0.07
O1 3.748 0.682 1.585  0.06
C11 2.723 0.468 0.970  -0.70
O2 1.828 -0.406 1.297  -0.14
C12 2.480 1.275 -0.320  -0.22
P1 1.001 0.744 -1.230  0.88
C13 0.489 2.237 -2.143  -0.33
C14 0.274 2.252 -3.519  -0.08
C15 -0.107 3.422 -4.161  -0.07
C16 -0.266 4.595 -3.442  -0.08
C17 -0.026 4.598 -2.075  -0.07
C18 0.351 3.431 -1.431  -0.14
C19 1.515 -0.450 -2.483  -0.37
C20 0.560 -0.912 -3.393  -0.14
C21 0.875 -1.912 -4.297  -0.07
C22 2.141 -2.487 -4.283  -0.07
C23 3.081 -2.058 -3.359  -0.06
C24 2.772 -1.042 -2.462  -0.07
H14 3.377 1.234 -0.938  0.10
H15 2.356 2.323 -0.047  0.09
H16 0.430 1.363 -4.111  0.09
H17 -0.270 3.413 -5.231  0.11
H18 -0.562 5.507 -3.945  0.11
H19 -0.128 5.511 -1.504  0.11
H20 0.535 3.460 -0.366  0.06
H21 -0.452 -0.524 -3.366  0.12
H22 0.125 -2.258 -4.997  0.11
H23 2.386 -3.277 -4.980  0.11
H24 4.060 -2.516 -3.325  0.11
H25 3.521 -0.744 -1.740  0.11

Properties
⟨S²⟩ = 2.0231
Multiplicity = 3
Net charge = 0
Total energy = -2157.9265 Ha


DFT (wB97M-V/def2-TZVPD) results for a molecular structure, C33H49CeClOP4 at a distorted geometry.

Last column: Löwdin charge in e.
Atoms and positions in Å:
P1 3.482 -1.074 -3.534  1.10
C1 3.546 -2.797 -3.854  -0.38
C2 3.519 -3.176 -5.199  -0.08
H1 3.300 -2.444 -5.958  0.10
C3 3.800 -4.513 -5.510  -0.06
H2 3.800 -4.800 -6.564  0.12
C4 4.063 -5.438 -4.504  -0.06
H3 4.293 -6.482 -4.780  0.12
C5 4.053 -5.045 -3.160  -0.06
H4 4.255 -5.782 -2.382  0.12
C6 3.779 -3.720 -2.805  -0.07
H5 3.748 -3.416 -1.773  0.10
C7 2.659 -0.135 -4.781  -0.37
C8 1.366 -0.498 -5.224  -0.10
H6 0.847 -1.359 -4.786  0.11
C9 0.763 0.243 -6.219  -0.08
H7 -0.245 -0.018 -6.565  0.12
C10 1.412 1.325 -6.811  -0.06
H8 0.952 1.897 -7.623  0.12
C11 2.708 1.672 -6.374  -0.06
H9 3.234 2.494 -6.827  0.11
C12 3.313 0.956 -5.352  -0.09
H10 4.327 1.223 -5.011  0.12
C13 4.973 -0.357 -2.932  -0.36
C14 6.103 -0.724 -3.671  -0.08
H11 5.982 -1.425 -4.491  0.12
C15 7.331 -0.179 -3.337  -0.05
H12 8.197 -0.460 -3.935  0.12
C16 7.464 0.702 -2.248  -0.03
H13 8.444 1.102 -2.005  0.12
C17 6.316 1.039 -1.514  -0.07
H14 6.433 1.723 -0.656  0.12
C18 5.066 0.542 -1.835  -0.09
H15 4.201 0.812 -1.250  0.07
Ce1 0.311 -0.527 -0.092  0.33
C19 -0.309 2.006 -0.630  -0.07
C20 0.253 2.574 -1.686  -0.37
H16 -1.038 2.554 0.023  0.06
C21 1.295 1.774 -2.479  -0.36
O1 2.555 2.517 -2.356  -0.03
H17 3.278 2.056 -2.816  0.07
C22 1.395 0.469 -1.931  -0.14
H18 1.028 1.716 -3.546  0.13
C23 1.662 -0.707 -1.468  -0.32
Cl1 0.818 -2.954 0.682  0.17
P2 1.870 0.754 2.032  0.78
P3 -2.093 -1.088 -1.670  0.79
C24 1.804 -0.141 3.633  -0.24
H19 1.914 -1.220 3.448  0.05
H20 0.832 0.031 4.116  0.06
H21 2.613 0.212 4.285  0.06
C25 3.654 0.663 1.637  -0.26
H22 3.946 1.527 1.024  0.05
H23 3.858 -0.255 1.066  0.05
H24 4.237 0.652 2.569  0.06
C26 1.708 2.490 2.582  -0.24
H25 0.676 2.679 2.908  0.05
H26 1.931 3.155 1.736  0.04
H27 2.399 2.698 3.411  0.06
C27 -3.486 -2.009 -0.914  -0.24
H28 -4.216 -1.310 -0.482  0.06
H29 -3.094 -2.649 -0.113  0.05
H30 -3.975 -2.633 -1.675  0.06
C28 -2.984 0.188 -2.630  -0.25
H31 -2.278 0.691 -3.304  0.03
H32 -3.391 0.937 -1.938  0.05
H33 -3.803 -0.257 -3.215  0.07
C29 -1.567 -2.253 -2.980  -0.24
H34 -0.782 -2.915 -2.584  0.05
H35 -1.167 -1.704 -3.844  0.03
H36 -2.431 -2.860 -3.288  0.06
P4 -0.001 4.263 -2.341  0.88
C30 -1.488 4.935 -1.642  -0.17
C31 -0.130 4.062 -4.110  -0.16
H37 -1.448 4.916 -0.548  0.07
H38 -2.369 4.380 -1.981  0.08
H39 -1.570 5.972 -1.981  0.07
H40 0.812 3.705 -4.538  0.06
H41 -0.374 5.035 -4.548  0.08
H42 -0.924 3.348 -4.359  0.08
C32 1.432 5.234 -1.921  -0.16
H43 1.589 5.214 -0.837  0.08
H44 1.268 6.260 -2.257  0.07
H45 2.313 4.799 -2.407  0.06
H46 1.894 -1.782 -1.105  0.06
C33 -1.278 -0.124 1.613  -0.26
H47 -2.252 -0.464 1.222  0.00
H48 -1.311 0.946 1.872  0.01
H49 -0.963 -0.737 2.473  0.02

Properties
Multiplicity = 1
Net charge = +2
Total energy = -3662.0464 Ha


DFT (wB97M-V/def2-TZVPD) results for a molecular structure, C16H14BaBrN3O5.

Last column: Löwdin charge in e.
Atoms and positions in Å:
Ba1 -1.802 1.485 -2.564  2.04
O1 -2.322 -1.253 -2.601  -0.15
C1 -2.501 -2.068 -1.521  -0.29
C2 -1.931 -3.336 -1.501  -0.01
C3 -2.142 -4.168 -0.413  -0.09
C4 -2.931 -3.750 0.649  -0.10
C5 -3.490 -2.481 0.622  -0.05
C6 -3.273 -1.621 -0.445  -0.12
C7 -3.782 -0.177 -0.399  -0.43
O2 -3.839 0.419 -1.630  -0.44
N1 -2.902 0.630 0.513  0.00
N2 -1.594 0.643 0.096  -0.11
C8 -0.663 0.683 0.960  -0.19
C9 0.754 0.755 0.618  -0.59
Br1 1.183 0.639 -1.227  0.81
C10 1.696 0.830 1.559  -0.08
C11 3.159 0.882 1.424  -0.24
C12 3.799 1.668 0.467  -0.07
C13 5.183 1.690 0.392  -0.07
C14 5.944 0.931 1.268  -0.08
C15 5.316 0.157 2.235  -0.08
C16 3.935 0.143 2.319  -0.04
H1 -3.107 -0.583 -2.416  -0.02
H2 -1.336 -3.657 -2.347  0.12
H3 -1.697 -5.155 -0.401  0.10
H4 -3.112 -4.407 1.490  0.10
H5 -4.108 -2.150 1.452  0.11
H6 -4.753 -0.167 0.119  0.14
H7 -3.006 0.355 1.487  0.12
H8 -0.884 0.670 2.030  0.13
H9 1.320 0.820 2.579  0.12
H10 3.213 2.279 -0.208  0.09
H11 5.668 2.309 -0.351  0.11
H12 7.024 0.948 1.204  0.10
H13 5.904 -0.430 2.928  0.10
H14 3.445 -0.454 3.079  0.11
O3 -0.855 3.768 -1.728  -0.26
N3 -0.598 4.271 -2.871  -0.62
O4 -0.022 5.321 -2.983  0.08
O5 -0.892 3.559 -3.887  -0.27

Properties
Multiplicity = 1
Net charge = 0
Total energy = -3758.0258 Ha


DFT (wB97M-V/def2-TZVPD) results for a molecular structure, C21H8F4MnN6O7Te.

Last column: Löwdin charge in e.
Atoms and positions in Å:
Mn1 -1.042 1.245 -2.231  0.77
O1 -0.759 0.253 1.669  0.07
C1 -0.508 0.855 0.645  -0.56
O2 -0.631 0.316 -0.538  -0.19
C2 0.024 2.271 0.692  -0.04
C3 0.628 2.644 1.886  0.07
C4 1.210 3.887 2.030  -0.13
C5 1.198 4.816 1.004  0.09
C6 0.554 4.463 -0.151  -0.08
C7 -0.042 3.205 -0.378  -0.29
O3 -0.565 2.981 -1.557  -0.20
N1 0.524 5.423 -1.263  -0.36
O4 -0.552 5.853 -1.607  0.12
O5 1.595 5.717 -1.764  0.09
N2 1.874 4.235 3.289  -0.36
O6 1.906 3.394 4.164  0.08
O7 2.353 5.349 3.381  0.07
H1 0.647 1.939 2.704  0.13
H2 1.675 5.779 1.117  0.14
C8 2.374 1.897 -2.450  -0.40
Te1 1.291 0.630 -3.773  1.25
C9 1.769 -1.154 -2.712  -0.43
H3 2.099 1.651 -1.428  0.01
H4 2.100 2.926 -2.673  0.00
H5 3.437 1.746 -2.614  0.01
H6 2.851 -1.251 -2.678  0.01
H7 1.340 -1.992 -3.253  0.00
H8 1.356 -1.084 -1.708  -0.01
F1 -3.202 -2.427 2.330  0.16
C10 -2.364 -2.923 1.440  -0.13
C11 -1.536 -3.917 1.806  -0.12
F2 -1.582 -4.358 3.050  0.16
C12 -0.593 -4.523 0.888  0.00
C13 -0.614 -3.976 -0.455  -0.12
C14 -1.441 -2.984 -0.816  -0.13
F3 -1.402 -2.536 -2.068  0.13
C15 -2.373 -2.380 0.101  -0.01
C16 -3.167 -1.328 -0.243  -0.11
C17 -3.038 -0.653 -1.497  -0.11
N3 -2.905 0.058 -2.394  0.17
C18 -4.008 -0.592 0.658  -0.16
N4 -4.703 0.078 1.285  0.23
F4 0.219 -4.467 -1.359  0.14
C19 0.244 -5.536 1.256  -0.11
C20 0.287 -6.090 2.577  -0.16
N5 0.399 -6.567 3.616  0.22
C21 1.174 -6.160 0.360  -0.16
N6 1.901 -6.710 -0.338  0.22

Properties
⟨S²⟩ = 8.8439
Multiplicity = 6
Net charge = 0
Total energy = -3478.5027 Ha